# CH6N3S2

An isolated ion of composition CH6N3S2 and charge +1 (wB97M-V/def2-TZVPD, OMol25).

As for the HOMO-LUMO gap: 9.460 eV. As for the total charge: +1. For the LUMO energy, the calculation gives -0.1595 Eh. The HOMO energy comes out at -13.7996 eV.

```
12
CH6N3S2, DFT wB97M-V/def2-TZVPD
C 0.59 0.46 0.10
N 0.42 1.84 -0.09
N -0.49 -0.42 -0.01
N -0.23 -1.79 0.15
S 2.23 -0.14 0.14
S -2.14 0.26 0.23
H -0.34 2.40 0.00
H 1.24 2.38 -0.28
H 1.93 -1.36 -0.09
H 0.18 -2.09 0.98
H -1.04 -2.31 -0.02
H -2.34 0.77 -1.11
```

***

# C38H39NOP2SiSn

C38H39NOP2SiSn as an isolated structure (wB97M-V/def2-TZVPD, OMol25).

As for the HOMO-LUMO gap (spin up / spin down): 4.320 / 4.316 eV. As for the total charge: +2. For the LUMO energy (spin up / spin down), the calculation gives -0.3112 / -0.3113 Eh. The HOMO energy (spin up / spin down) comes out at -12.7880 / -12.7865 eV.

```
83
C38H39NOP2SiSn, DFT wB97M-V/def2-TZVPD
C 5.84 -0.78 0.42
C 4.90 0.24 0.47
C 4.16 0.52 -0.74
C 3.97 -0.55 -1.64
C 4.91 -1.59 -1.67
C 5.90 -1.64 -0.69
C 2.66 -0.54 -2.36
C 2.38 0.84 -2.85
C 2.62 1.86 -1.90
C 1.70 2.97 -1.90
C 1.00 3.25 -3.06
C 1.06 2.37 -4.16
C 1.69 1.14 -4.04
H 6.49 -0.91 1.28
H 4.85 -2.33 -2.46
H 6.68 -2.40 -0.73
H 2.61 -1.29 -3.14
H 0.36 4.14 -3.09
H 0.55 2.64 -5.08
H 1.65 0.39 -4.83
N 3.52 1.71 -0.88
Sn 0.21 -0.33 -0.02
C 4.40 0.90 1.72
H 4.20 1.96 1.52
H 5.08 0.76 2.57
C 1.37 3.53 -0.55
H 2.29 3.57 0.05
H 0.89 4.52 -0.62
P 2.72 0.14 2.17
P 0.21 2.34 0.36
C -1.43 2.89 -0.23
H -2.23 2.38 0.32
H -1.50 3.97 -0.04
H -1.54 2.69 -1.30
C 0.25 3.11 2.01
H -0.15 4.13 1.94
H -0.37 2.53 2.71
H 1.28 3.16 2.40
C 3.30 -1.53 2.66
H 4.16 -1.44 3.34
H 2.48 -2.06 3.16
H 3.59 -2.09 1.76
C 2.54 0.86 3.83
H 1.66 0.43 4.32
H 3.44 0.64 4.42
H 2.41 1.95 3.75
C 0.29 -0.80 2.32
O -0.09 -1.43 3.23
H 1.77 -0.80 -1.54
C -0.46 -5.13 -0.05
C -0.62 -4.40 -1.23
C -1.35 -3.21 -1.21
C -1.86 -2.69 0.01
C -1.72 -3.45 1.18
C -1.02 -4.66 1.15
Si -2.36 -0.89 0.00
C -3.45 -0.80 -1.52
C -3.42 0.29 -2.40
C -4.39 0.37 -3.42
C -5.34 -0.64 -3.58
C -5.32 -1.76 -2.73
C -4.37 -1.84 -1.71
C -3.35 -0.09 1.38
C -4.75 -0.13 1.31
C -5.53 0.60 2.22
C -4.91 1.38 3.21
C -3.52 1.38 3.32
C -2.75 0.62 2.43
H 0.11 -6.06 -0.06
H -0.18 -4.75 -2.16
H -1.49 -2.64 -2.13
H -2.14 -3.08 2.12
H -0.91 -5.24 2.07
H -2.66 1.07 -2.29
H -4.39 1.23 -4.08
H -6.08 -0.58 -4.37
H -6.04 -2.57 -2.85
H -4.35 -2.72 -1.06
H -5.24 -0.73 0.54
H -6.62 0.57 2.14
H -5.51 1.96 3.90
H -3.03 1.96 4.10
H -1.66 0.56 2.57
```

***

# CH4N2O2

A 2-piece molecular cluster, CH4N2O2 overall (wB97M-V/def2-TZVPD, OMol25).

As for the HOMO-LUMO gap (spin up / spin down): 7.239 / 6.232 eV. For the LUMO energy (spin up / spin down), the calculation gives 0.0303 / -0.1496 Eh. The HOMO energy (spin up / spin down) comes out at -6.4149 / -10.3020 eV. As for the spin multiplicity: 3.

```
9
CH4N2O2, DFT wB97M-V/def2-TZVPD
C -1.47 0.02 -0.04
N 2.65 -1.39 0.34
N 2.36 -0.34 0.13
O 2.18 0.75 -0.26
O -0.24 -0.01 0.51
H -2.26 -0.47 0.61
H -1.59 -0.33 -1.11
H -1.97 1.09 -0.23
H 0.33 0.67 0.04
```

***

# C2H5OP

A 2-piece molecular cluster, C2H5OP overall (wB97M-V/def2-TZVPD, OMol25).

As for the HOMO-LUMO gap: 8.209 eV. For the LUMO energy, the calculation gives 0.0060 Eh. The HOMO energy comes out at -8.0448 eV.

```
9
C2H5OP, DFT wB97M-V/def2-TZVPD
C 1.92 -0.38 0.26
C -1.38 0.65 0.05
O 2.25 0.75 0.20
P -0.58 -1.00 0.28
H 2.70 -1.12 0.44
H -2.21 0.48 -0.70
H -0.48 0.97 -0.48
H -1.60 1.23 0.92
H -0.62 -1.59 -0.97
```

***

# C34H44N8O2SSbSiW

C34H44N8O2SSbSiW as an isolated structure (wB97M-V/def2-TZVPD, OMol25).

As for the HOMO-LUMO gap: 5.870 eV. As for the total charge: +3. For the LUMO energy, the calculation gives -0.3687 Eh. The HOMO energy comes out at -15.9035 eV.

```
92
C34H44N8O2SSbSiW, DFT wB97M-V/def2-TZVPD
W -0.59 -0.22 -0.44
C 2.02 4.61 0.76
N 0.65 4.41 0.36
C -0.14 5.36 -0.24
C -1.36 4.80 -0.46
N -1.30 3.50 -0.01
C -0.06 3.29 0.49
S 0.39 1.78 1.19
C -2.35 2.56 -0.04
C -3.63 2.96 0.28
C -4.71 2.15 0.00
C -4.46 1.07 -0.87
C -3.18 0.68 -1.13
N -2.03 1.26 -0.50
H 2.22 5.67 0.83
H 2.69 4.17 0.02
H 2.19 4.13 1.72
H 0.22 6.34 -0.45
H -2.23 5.22 -0.93
H -3.77 3.94 0.72
H -5.71 2.41 0.30
H -5.29 0.58 -1.37
H -2.97 0.05 -2.00
N -0.70 -0.59 2.58
N -0.07 -1.87 2.42
C 0.94 -1.90 1.47
N 1.68 -3.00 1.45
N 1.04 -0.88 0.65
N 0.28 -1.02 -1.99
O -0.79 -0.22 -2.27
O -0.20 -1.98 -1.18
H -0.07 0.08 3.04
H -1.49 -0.72 3.23
H 0.12 -2.39 3.28
H 1.59 -3.72 2.16
H 2.40 -3.13 0.74
C 2.75 3.19 -2.95
C 1.52 2.66 -2.58
C 1.46 1.61 -1.68
C 2.61 1.06 -1.12
C 3.84 1.62 -1.50
C 3.90 2.68 -2.39
Si 2.72 -0.41 0.09
C 3.42 0.13 1.78
C 3.75 1.47 1.98
C 4.05 1.95 3.24
C 4.04 1.10 4.34
C 3.79 -0.25 4.15
C 3.49 -0.73 2.88
C 3.46 -1.94 -0.77
C 3.10 -2.21 -2.10
C 3.54 -3.37 -2.71
C 4.34 -4.27 -2.03
C 4.73 -3.99 -0.73
C 4.31 -2.83 -0.11
H 2.79 3.99 -3.67
H 0.61 3.07 -3.00
H 0.44 1.25 -1.37
H 4.74 1.21 -1.08
H 4.86 3.10 -2.64
H 3.77 2.14 1.13
H 4.30 2.99 3.37
H 4.25 1.48 5.33
H 3.83 -0.93 4.98
H 3.32 -1.79 2.76
H 2.49 -1.52 -2.65
H 3.25 -3.58 -3.73
H 4.70 -5.16 -2.52
H 5.37 -4.68 -0.20
H 4.67 -2.60 0.89
C -5.50 -2.06 1.48
C -4.18 -1.38 1.78
Sb -2.58 -1.91 0.38
C -2.02 -3.92 1.17
C -2.86 -5.07 0.65
C -3.68 -2.63 -1.40
C -2.75 -2.80 -2.60
H -6.23 -1.76 2.22
H -5.40 -3.14 1.52
H -5.88 -1.78 0.50
H -3.83 -1.71 2.76
H -4.28 -0.29 1.79
H -2.12 -3.85 2.25
H -0.97 -4.08 0.91
H -3.92 -4.92 0.85
H -2.56 -5.98 1.16
H -2.71 -5.23 -0.42
H -4.49 -1.93 -1.62
H -4.12 -3.59 -1.11
H -2.33 -1.84 -2.94
H -3.32 -3.21 -3.43
H -1.93 -3.48 -2.38
```

***

# C3H8NO

An isolated ion of composition C3H8NO and charge -1 (wB97M-V/def2-TZVPD, OMol25).

As for the SMILES: NCCC[O-]. As for the HOMO-LUMO gap: 6.396 eV. As for the total charge: -1. For the LUMO energy, the calculation gives 0.1625 Eh. The HOMO energy comes out at -1.9749 eV.

```
13
C3H8NO, DFT wB97M-V/def2-TZVPD
C 0.86 -0.33 0.65
C -0.41 -0.54 -0.11
C -1.16 1.13 -0.41
O -0.84 1.71 -1.41
N 1.38 -1.70 1.08
H 0.77 0.37 1.46
H 1.61 0.14 -0.10
H -0.33 -1.07 -0.98
H -1.16 -0.91 0.44
H -1.09 1.57 0.71
H -2.22 0.65 -0.53
H 2.41 -1.58 1.42
H 1.35 -2.46 0.49
```

***

Relative energy (zero: lowest compared OMol25 entry of this formula, charge and spin) for every record listed, in sequence, given in kcal/mol: 37.6, 41.9, 103.1, 63.7, 0.0, 48.1.